122
Properties=species:S:1:pos:R:3:lowdin_charge:R:1 method="wB97M-V/def2-TZVPD" lumo_energy_ev=0.582 e_above_lowest_ev=3.8170 orbital_gap_ha=0.319 homo_ev=-8.10 smiles=CCN(CC)CC.CCCCCC.CCCCCC.CCCCCC.CCCCCC.CCCCCC total_energy_ha=-1476.741479
C 1.56391 -1.28617 -2.99423 -0.06
C 0.21139 -0.78053 -2.46548 -0.24
N -0.23690 0.54000 -2.98687 -0.21
C -1.65010 0.89007 -2.92047 -0.20
C -2.19648 0.84246 -1.49630 -0.04
C 0.66037 1.58684 -2.56541 -0.30
C 0.76493 2.55791 -3.73716 -0.10
H 1.73988 -2.23475 -2.92861 -0.02
H 2.36675 -0.72642 -2.24582 0.13
H 1.51924 -1.06822 -3.99962 0.05
H 0.15300 -0.64434 -1.22799 0.14
H -0.60891 -1.68249 -2.63623 0.16
H -2.11462 0.24757 -3.53057 0.08
H -1.83161 1.81956 -3.30039 0.08
H -1.83334 1.36964 -0.90471 -0.09
H -2.16455 -0.18714 -1.09579 0.08
H -3.23028 1.35914 -1.53768 0.12
H 1.73067 1.30067 -2.50107 0.09
H 0.53297 1.99787 -1.47902 0.14
H 0.99046 2.07168 -4.89401 0.16
H 1.54681 3.21093 -3.44358 0.01
H -0.18570 3.22126 -3.88196 0.09
C 4.32568 4.11846 -2.02512 -0.06
C 3.14074 3.68019 -1.06649 -0.24
C 3.09010 4.24490 0.40157 -0.16
C 1.83517 3.84788 1.28385 -0.20
C 2.05533 4.22616 2.77862 -0.27
C 0.95575 3.88548 3.72046 -0.14
H 3.92295 3.83424 -3.11373 0.10
H 5.31113 3.80778 -1.75108 0.04
H 4.48858 5.23380 -2.16307 0.08
H 3.02154 2.78025 -0.92943 -0.03
H 2.36590 3.95545 -1.49883 0.00
H 2.89141 5.32939 0.49607 0.10
H 4.12330 3.95208 0.81612 0.13
H 1.89941 2.69711 1.21905 0.11
H 1.06010 3.98388 0.70962 0.04
H 2.06481 5.47740 2.78148 0.16
H 2.95690 3.84684 3.22019 0.09
H 0.60428 3.02208 3.24855 0.04
H 0.14432 4.59717 3.53926 0.07
H 1.32044 3.79873 4.72650 0.08
C -2.12680 4.10263 1.71991 -0.06
C -2.68213 4.71379 0.44553 -0.28
C -4.11042 4.44356 0.28330 -0.25
C -4.59878 4.89969 -1.10460 -0.23
C -4.31372 6.32431 -1.53023 -0.24
C -5.12867 6.68891 -2.86313 -0.08
H -2.32075 3.22785 1.61067 -0.03
H -2.54126 4.54834 2.52053 0.06
H -1.07956 4.00644 1.98378 0.06
H -2.26639 4.18626 -0.57333 0.16
H -2.46292 5.75445 0.33456 0.09
H -4.81762 4.69491 1.10783 0.12
H -4.02308 3.21896 0.32356 0.15
H -5.67210 4.78574 -1.11524 0.10
H -4.20379 4.19893 -1.85659 0.11
H -3.28139 6.57467 -1.62379 0.09
H -4.47874 6.94780 -0.82752 0.03
H -4.73799 6.04351 -3.63431 0.05
H -5.18623 7.72750 -3.19725 0.06
H -6.22404 6.30245 -2.73652 0.09
C 2.66314 -5.09467 -2.17992 -0.10
C 3.19497 -4.47253 -0.85642 -0.27
C 2.33671 -4.67778 0.41494 -0.25
C 3.17180 -4.27688 1.61370 -0.22
C 2.34303 -4.57452 2.98012 -0.22
C 3.15016 -4.02535 4.18379 -0.12
H 1.77738 -5.05530 -2.64296 0.02
H 3.12408 -6.04773 -1.96580 0.07
H 3.34269 -4.63914 -2.87309 0.06
H 3.42414 -3.29487 -1.04047 0.12
H 4.24744 -4.78361 -0.62393 0.11
H 1.94639 -5.86416 0.46520 0.17
H 1.41881 -4.12770 0.34861 0.09
H 3.47243 -3.29786 1.39078 0.04
H 4.19741 -4.78908 1.64620 0.14
H 2.15255 -5.60407 3.06884 0.07
H 1.34273 -4.16315 2.91855 0.09
H 2.78326 -4.60619 5.13464 0.11
H 3.38218 -2.97683 4.26318 0.05
H 4.11598 -4.40156 4.11277 0.02
C 2.21080 -0.24606 2.35419 -0.12
C 2.44388 -0.50147 0.88583 -0.32
C 3.92860 -0.73940 0.59212 -0.24
C 4.63229 0.52900 0.12816 -0.19
C 6.23203 0.43063 -0.24020 -0.18
C 6.52857 -0.49484 -1.47473 -0.12
H 2.58540 -1.33759 2.88827 0.12
H 1.10117 -0.03743 2.53616 0.08
H 2.63560 0.70757 2.86921 0.09
H 1.96727 0.40824 0.27630 0.13
H 2.06545 -1.37263 0.48885 0.05
H 3.86924 -1.25911 -0.38917 0.08
H 4.40985 -1.32138 1.49678 0.15
H 4.51495 1.21155 0.86881 0.05
H 4.19257 1.06515 -0.74019 0.10
H 6.64228 -0.10591 0.62621 0.09
H 6.80974 1.22807 -0.51174 0.05
H 6.01655 -0.22341 -2.35663 0.05
H 6.46390 -1.63624 -1.16703 0.11
H 7.48934 -0.39117 -1.83990 0.02
C -4.80880 -2.34817 -0.01932 -0.17
C -5.24961 -3.27948 1.10166 -0.26
C -5.66536 -4.80098 0.57175 -0.21
C -5.85111 -5.65922 1.74874 -0.28
C -6.57493 -7.03935 1.46792 -0.23
C -6.97320 -8.03344 2.63103 -0.10
H -3.85057 -2.56022 -0.41846 0.04
H -4.63120 -1.23998 0.32617 0.09
H -5.62006 -2.06675 -0.72401 0.07
H -6.11055 -2.67087 1.65397 0.14
H -4.41253 -3.42131 1.87342 0.11
H -4.84974 -5.36784 -0.04223 0.16
H -6.55387 -4.38904 0.23119 0.07
H -6.53552 -5.14425 2.47623 0.13
H -4.91082 -5.86850 2.19359 0.09
H -6.19281 -7.64538 0.65267 0.09
H -7.44158 -6.69384 0.90412 0.09
H -7.30696 -9.00987 2.33032 0.05
H -7.76621 -7.78536 3.30752 0.05
H -6.07068 -8.23226 3.19592 0.06